[1]
A structure of composition C23H37FeN2S2Si2 in a non-equilibrium geometry. Source: the Open Molecules 2025 dataset; level of theory: the ωB97M-V functional and the def2-TZVPD basis.

Last column: Löwdin charge in e.
Geometry (Å):
Fe -0.441 0.724 -0.458  0.331
C 0.257 -2.278 0.355  -0.086
N -0.259 -1.744 -0.906  -0.175
C 0.691 -1.986 -2.000  -0.143
C 0.845 -0.803 -2.958  -0.197
N 1.172 0.454 -2.286  -0.199
C 2.506 0.451 -1.686  -0.048
C 1.061 1.600 -3.158  -0.294
C 1.434 1.566 -4.494  -0.023
C 1.357 2.698 -5.289  -0.079
C 0.925 3.896 -4.746  -0.084
C 0.559 3.950 -3.418  -0.111
C 0.617 2.813 -2.616  -0.596
S 0.159 2.943 -0.941  0.716
C -1.588 -2.217 -1.214  -0.284
C -1.979 -3.518 -0.936  -0.032
C -3.275 -3.946 -1.172  -0.084
C -4.201 -3.068 -1.709  -0.088
C -3.825 -1.777 -2.019  -0.113
C -2.522 -1.332 -1.777  -0.592
S -2.122 0.316 -2.172  0.736
H 0.614 -3.310 0.268  0.094
H 1.083 -1.646 0.669  0.034
H -0.518 -2.226 1.114  0.097
H 1.663 -2.218 -1.561  0.116
H 0.385 -2.858 -2.594  0.141
H 1.621 -1.089 -3.684  0.125
H -0.100 -0.647 -3.485  0.087
H 3.292 0.314 -2.442  0.108
H 2.672 1.406 -1.188  0.089
H 2.581 -0.341 -0.944  0.065
H 1.797 0.649 -4.931  0.107
H 1.649 2.642 -6.326  0.102
H 0.872 4.783 -5.360  0.105
H 0.217 4.874 -2.975  0.101
H -1.267 -4.219 -0.523  0.110
H -3.562 -4.957 -0.923  0.101
H -5.220 -3.383 -1.874  0.104
H -4.541 -1.075 -2.418  0.099
C 2.681 1.557 3.868  -0.183
Si 1.813 0.076 3.013  0.446
C 1.348 -1.184 4.369  -0.184
C 3.230 -0.701 1.975  -0.191
C 0.364 0.650 1.978  -0.338
Si -1.373 0.944 2.622  0.425
C -1.637 2.688 3.377  -0.177
C -1.972 -0.333 3.906  -0.182
C -2.634 0.845 1.185  -0.207
H 3.576 1.233 4.390  0.021
H 2.037 2.046 4.589  0.016
H 2.982 2.305 3.140  0.023
H 2.236 -1.674 4.759  0.025
H 0.679 -1.955 4.005  0.015
H 0.857 -0.690 5.201  0.016
H 4.127 -0.789 2.583  0.025
H 3.478 -0.074 1.124  0.006
H 3.000 -1.698 1.609  0.010
H 0.697 1.463 1.318  -0.079
H -0.998 2.856 4.236  0.017
H -2.667 2.813 3.697  0.022
H -1.419 3.463 2.648  0.021
H -1.438 -0.231 4.842  0.012
H -1.846 -1.354 3.564  0.018
H -3.027 -0.186 4.114  0.026
H -2.487 1.669 0.478  0.007
H -3.656 0.920 1.540  0.049
H -2.557 -0.106 0.651  0.003

As for the expectation value of S²: 0.948. The maximum force is 2.15 eV/A. The LUMO energy (alpha / beta) comes out at -1.92 / -1.04 eV. The spin multiplicity is 2. As for the total charge: 0.

---

[2]
The molecule C23H37N3O3 in a non-equilibrium geometry. Source: the Open Molecules 2025 dataset; level of theory: the ωB97M-V functional and the def2-TZVPD basis.

Last column: Löwdin charge in e.
Geometry (Å):
C -8.266 0.659 0.823  -0.081
C -7.476 1.866 0.320  -0.431
C -7.565 3.020 1.318  -0.076
C -6.024 1.496 -0.018  -0.164
C -5.214 0.991 1.178  -0.192
N -3.774 1.132 0.953  -0.152
C -3.340 0.173 -0.054  -0.158
C -1.849 0.283 -0.340  -0.167
N -1.136 0.002 0.887  -0.130
C 0.291 -0.250 0.770  -0.329
C 1.105 0.794 -0.009  -0.119
C 2.579 0.401 0.025  -0.161
N 2.763 -0.910 -0.563  -0.111
C 3.970 -1.209 -1.186  -0.225
C 4.462 -0.346 -2.169  -0.030
C 5.636 -0.600 -2.867  0.005
C 6.308 -1.761 -2.572  -0.212
C 5.826 -2.636 -1.603  -0.201
C 4.678 -2.388 -0.894  0.067
O 6.675 -3.709 -1.493  0.033
C 7.706 -3.479 -2.429  -0.167
O 7.474 -2.265 -3.105  0.025
C 2.050 -1.937 0.162  -0.176
C 0.554 -1.620 0.143  -0.120
C -1.489 1.028 1.844  -0.143
C -2.986 0.959 2.179  -0.286
C -3.308 2.004 3.263  -0.127
C -3.138 3.462 2.815  -0.267
O -3.930 3.811 1.713  -0.074
H -7.877 0.314 1.778  0.074
H -8.210 -0.162 0.111  0.077
H -9.312 0.923 0.958  0.076
H -7.935 2.200 -0.619  0.131
H -6.870 3.812 1.054  0.077
H -8.573 3.429 1.327  0.076
H -7.335 2.686 2.327  0.073
H -6.043 0.741 -0.807  0.106
H -5.528 2.384 -0.414  0.119
H -5.480 1.600 2.037  0.095
H -5.470 -0.058 1.402  0.131
H -3.893 0.368 -0.973  0.116
H -3.555 -0.859 0.276  0.134
H -1.581 -0.448 -1.102  0.120
H -1.631 1.295 -0.723  0.130
H 0.672 -0.279 1.800  0.146
H 0.768 0.826 -1.046  0.119
H 0.981 1.785 0.432  0.116
H 3.179 1.132 -0.515  0.112
H 2.922 0.394 1.075  0.131
H 3.906 0.544 -2.415  0.106
H 5.998 0.078 -3.620  0.118
H 4.360 -3.079 -0.133  0.115
H 8.674 -3.430 -1.903  0.138
H 7.734 -4.307 -3.156  0.138
H 2.213 -2.895 -0.332  0.120
H 2.396 -2.013 1.207  0.131
H 0.215 -1.627 -0.893  0.113
H 0.004 -2.386 0.691  0.121
H -0.921 0.869 2.763  0.133
H -1.254 2.032 1.454  0.123
H -3.179 -0.044 2.607  0.154
H -4.325 1.863 3.630  0.106
H -2.636 1.828 4.106  0.117
H -3.438 4.126 3.632  0.118
H -2.077 3.661 2.599  0.105
H -3.844 3.088 1.068  0.055

The value obtained for the relative energy (zero: lowest compared OMol25 entry of this formula, charge and spin) is 1.6434 eV. The maximum force is 1.30 eV/A. The LUMO energy comes out at 0.80 eV. As for the total charge: 0.

---

[3]
A cluster of 3 separate species, C23H38BIN2O12S in total. Source: the Open Molecules 2025 dataset; level of theory: the ωB97M-V functional and the def2-TZVPD basis.

Last column: Löwdin charge in e.
Geometry (Å):
C -0.008 -1.835 0.694  0.023
B -0.598 -0.478 0.167  -0.462
O 0.193 0.323 -0.652  0.093
C -2.069 -0.009 0.588  -0.142
C -2.029 1.187 1.576  -0.261
C -1.349 2.473 1.079  -0.119
C -0.728 3.311 2.179  -0.217
C -0.959 4.676 2.211  -0.040
C -0.392 5.474 3.193  -0.075
C 0.416 4.905 4.168  -0.093
C 0.645 3.542 4.151  -0.086
C 0.076 2.749 3.169  -0.041
S -3.671 1.543 2.180  0.641
O -3.765 2.902 2.601  -0.221
O -4.072 0.500 3.069  -0.302
O -4.548 1.484 0.832  -0.238
C -4.473 0.369 -0.043  -0.633
I -5.358 -1.402 0.794  1.041
C -3.046 0.189 -0.593  -0.440
C -2.963 -0.992 -1.564  -0.153
C -4.064 -1.181 -2.619  -0.194
C -4.423 -0.003 -3.535  -0.205
C -3.390 0.269 -4.640  -0.207
C -3.409 1.729 -5.093  -0.313
N -2.240 2.041 -5.919  -0.005
O -2.822 1.477 -1.223  -0.032
N -1.811 1.475 -2.192  -0.002
O -1.529 2.568 -2.481  0.099
H 0.943 -1.688 1.211  0.073
H 0.143 -2.534 -0.136  0.083
H -0.694 -2.324 1.389  0.067
H 0.264 -0.033 -1.546  0.120
H -2.488 -0.856 1.144  0.104
H -1.511 0.828 2.468  0.130
H -0.584 2.235 0.340  0.114
H -2.086 3.091 0.564  0.116
H -1.593 5.121 1.452  0.119
H -0.594 6.538 3.185  0.104
H 0.858 5.535 4.930  0.101
H 1.277 3.100 4.912  0.103
H 0.278 1.683 3.172  0.109
H -5.131 0.628 -0.869  0.094
H -1.997 -1.000 -2.072  0.113
H -2.974 -1.887 -0.933  0.103
H -3.706 -1.976 -3.283  0.122
H -4.975 -1.567 -2.161  0.065
H -4.653 0.916 -2.991  0.096
H -5.355 -0.289 -4.033  0.116
H -3.628 -0.345 -5.510  0.116
H -2.381 0.051 -4.280  0.096
H -4.324 1.943 -5.652  0.117
H -3.456 2.369 -4.200  0.087
H -2.326 2.987 -6.273  0.064
H -1.419 2.065 -5.323  0.055
C 6.203 -2.696 -2.119  -0.030
O 5.785 -1.965 -0.962  -0.014
C 4.746 -1.156 -1.169  -0.618
O 4.162 -1.014 -2.211  0.127
O 4.459 -0.544 -0.023  -0.004
C 3.334 0.341 -0.100  -0.021
H 7.042 -3.306 -1.796  0.093
H 5.399 -3.334 -2.479  0.099
H 6.521 -2.017 -2.908  0.098
H 2.443 -0.205 -0.384  0.065
H 3.524 1.143 -0.811  0.105
H 3.208 0.758 0.895  0.101
C 6.223 -2.558 2.131  -0.027
O 5.899 -3.417 3.234  0.011
C 4.811 -4.155 3.046  -0.626
O 4.111 -4.151 2.066  0.120
O 4.620 -4.906 4.131  0.003
C 3.474 -5.757 4.064  -0.041
H 7.118 -2.017 2.425  0.098
H 6.423 -3.141 1.237  0.087
H 5.416 -1.857 1.938  0.083
H 3.563 -6.456 3.235  0.096
H 2.565 -5.169 3.951  0.096
H 3.451 -6.298 5.005  0.093

The maximum force is 0.77 eV/A. The LUMO energy comes out at -0.16 eV. As for the total charge: 0.

---

[4]
A structure of composition C23H39As2O13S2Si2Tc. Source: the Open Molecules 2025 dataset; level of theory: the ωB97M-V functional and the def2-TZVPD basis.

Last column: Löwdin charge in e.
Geometry (Å):
Tc 0.156 0.108 -0.070  1.672
O 2.453 1.536 3.385  -0.242
As 2.979 1.365 1.712  0.890
O 3.996 2.545 1.252  -0.465
O 1.470 1.353 0.955  -0.610
C 3.869 -0.370 1.812  -0.209
C 4.526 -0.572 3.021  -0.087
C 5.239 -1.740 3.260  -0.075
C 5.295 -2.730 2.296  -0.073
C 4.644 -2.546 1.084  -0.053
C 3.943 -1.376 0.845  -0.254
S 3.116 -1.237 -0.720  0.508
O 3.539 0.009 -1.310  -0.343
O 3.373 -2.435 -1.464  -0.286
O 1.682 -1.206 -0.248  -0.477
H 1.480 1.540 3.368  0.009
H 4.462 0.182 3.794  0.101
H 5.738 -1.875 4.212  0.102
H 5.834 -3.650 2.483  0.102
H 4.661 -3.305 0.314  0.109
O -1.903 -2.332 5.734  0.136
C -1.551 -1.654 4.808  -0.255
C -1.347 -0.148 4.806  -0.293
O -1.603 0.614 5.710  0.107
C -0.832 0.208 3.461  -0.359
C -0.793 -0.945 2.669  -0.237
O -0.398 -1.012 1.429  -0.193
C -1.231 -2.129 3.398  -0.287
O -1.353 -3.265 2.991  0.097
O -0.532 1.386 3.103  -0.147
C -1.589 1.762 -3.055  -0.180
Si -1.494 -0.132 -3.006  0.424
C -0.175 -0.607 -4.263  -0.173
C -3.184 -0.695 -3.645  -0.189
C -1.221 -0.883 -1.320  -0.480
Si -1.298 -2.784 -1.285  0.445
C -0.130 -3.730 -0.175  -0.169
C -3.051 -3.181 -0.714  -0.176
C -1.060 -3.562 -2.993  -0.193
H -2.452 2.066 -3.656  0.029
H -0.691 2.165 -3.528  0.000
H -1.672 2.203 -2.062  -0.008
H -0.193 0.124 -5.078  0.028
H -0.326 -1.598 -4.695  0.012
H 0.822 -0.583 -3.814  0.029
H -3.350 -0.336 -4.666  0.027
H -3.979 -0.282 -3.017  0.029
H -3.296 -1.778 -3.647  0.003
H -2.155 -0.642 -0.781  0.009
H -0.385 -3.595 0.876  0.009
H 0.916 -3.463 -0.320  0.012
H -0.246 -4.789 -0.430  0.034
H -3.163 -2.894 0.336  0.028
H -3.259 -4.252 -0.783  0.030
H -3.803 -2.647 -1.301  0.017
H -0.065 -3.362 -3.397  0.028
H -1.798 -3.246 -3.732  0.008
H -1.150 -4.645 -2.872  0.028
C 1.050 3.715 -1.286  -0.218
S 1.968 2.212 -1.565  0.942
C 2.395 2.420 -3.279  -0.217
O 0.856 1.148 -1.712  -0.672
H 0.333 3.892 -2.088  0.056
H 1.770 4.528 -1.190  0.068
H 0.543 3.559 -0.337  0.024
H 3.039 3.296 -3.367  0.065
H 1.489 2.528 -3.875  0.051
H 2.944 1.524 -3.560  0.059
C -3.134 3.496 0.211  -0.218
As -1.983 2.464 1.382  1.073
C -1.009 3.857 2.270  -0.176
C -3.322 1.487 2.345  -0.148
O -1.130 1.606 0.206  -0.603
H -3.822 4.089 0.816  0.037
H -3.697 2.825 -0.436  0.036
H -2.532 4.162 -0.407  0.034
H -1.365 4.821 1.908  0.039
H 0.040 3.697 2.029  0.038
H -1.128 3.748 3.342  0.047
H -3.830 2.191 3.004  0.058
H -2.915 0.666 2.923  0.025
H -4.023 1.116 1.597  0.051

As for the expectation value of S²: 3.775. The value obtained for the relative energy (zero: lowest compared OMol25 entry of this formula, charge and spin) is 0.1964 eV. The maximum force is 0.68 eV/A. The LUMO energy (alpha / beta) comes out at 1.98 / 1.90 eV. The spin multiplicity is 4. As for the total charge: -1.

---

[5]
A cluster of 2 separate species, C23H39BBr2IN4O7 in total in a non-equilibrium geometry. Source: the Open Molecules 2025 dataset; level of theory: the ωB97M-V functional and the def2-TZVPD basis.

Last column: Löwdin charge in e.
Geometry (Å):
C -4.127 3.126 -0.655  0.095
C -3.467 2.215 0.051  -0.075
C -2.788 1.106 1.044  -0.101
N -2.048 0.130 0.209  0.008
C -2.385 -1.098 -0.490  -0.174
N -3.607 -1.656 -0.558  -0.074
C -4.897 -1.158 0.007  -0.042
B -5.223 -1.821 1.497  -0.450
O -4.221 -2.354 2.388  0.100
O -6.638 -1.788 1.884  0.084
C -3.694 -2.947 -1.341  -0.612
Br -4.491 -2.938 -3.184  0.647
C -3.255 -4.222 -0.845  -0.603
C -2.572 -4.401 0.604  -0.116
Br -3.436 -5.905 -1.930  0.654
N -1.241 -1.770 -1.183  0.198
C -0.180 -0.815 -0.846  -0.077
C 1.283 -1.185 -1.394  -0.191
C 2.289 -1.732 -0.253  -0.775
C 1.633 -3.016 0.520  -0.177
I 4.169 -2.269 -1.214  0.829
N -0.684 0.292 -0.041  0.015
C 0.239 1.373 0.443  -0.147
O 1.188 1.829 -0.557  -0.131
C 2.465 2.082 0.151  -0.130
C 2.414 3.372 1.130  -0.158
O 3.122 3.178 2.403  -0.171
C 2.344 2.311 3.294  -0.180
C 2.722 2.470 4.854  -0.172
O 3.898 1.703 5.238  -0.196
C 3.546 0.383 5.733  -0.254
C 2.941 0.388 7.255  -0.096
H -4.682 4.055 -1.074  0.077
H -3.671 0.669 1.649  0.134
H -2.151 1.712 1.786  0.135
H -5.743 -1.583 -0.682  0.141
H -5.036 -0.012 -0.012  0.121
H -3.307 -2.177 2.031  0.086
H -6.971 -0.952 1.447  0.114
H -3.332 -4.675 1.431  0.102
H -1.863 -5.324 0.516  0.089
H -1.906 -3.491 0.866  0.067
H 1.721 -0.299 -2.018  0.104
H 1.143 -2.049 -2.167  0.132
H 2.377 -0.893 0.546  0.069
H 0.939 -2.643 1.375  0.078
H 1.067 -3.702 -0.236  0.093
H 2.476 -3.632 1.028  0.073
H -0.326 2.330 0.808  0.145
H 0.747 0.951 1.409  0.143
H 2.807 1.185 0.791  0.108
H 3.310 2.246 -0.637  0.158
H 1.356 3.759 1.368  0.124
H 2.983 4.238 0.594  0.148
H 1.224 2.554 3.181  0.120
H 2.552 1.205 2.986  0.123
H 1.787 2.127 5.465  0.132
H 2.831 3.608 5.098  0.152
H 2.754 -0.078 5.009  0.112
H 4.483 -0.313 5.777  0.133
H 2.980 1.478 7.622  0.084
H 3.531 -0.312 7.965  0.082
H 1.834 0.035 7.196  0.076
O 3.040 0.624 -3.924  0.067
C 2.357 0.979 -4.865  -0.511
O 1.032 0.746 -4.874  -0.011
C 0.116 1.309 -5.826  -0.230
C 0.031 0.449 -7.071  -0.063
C 2.995 1.594 -6.080  0.014
H 0.368 2.348 -6.052  0.116
H -0.862 1.327 -5.337  0.122
H 0.991 0.395 -7.589  0.070
H -0.713 0.847 -7.765  0.086
H -0.246 -0.576 -6.810  0.086
H 3.315 0.801 -6.760  0.102
H 3.870 2.167 -5.760  0.097
H 2.348 2.295 -6.605  0.074

The maximum force is 7.72 eV/A. The LUMO energy comes out at -3.08 eV. As for the total charge: +1.

---

[6]
A structure of composition C23H39ClFI2LaNO6S in a non-equilibrium geometry. Source: the Open Molecules 2025 dataset; level of theory: the ωB97M-V functional and the def2-TZVPD basis.

Last column: Löwdin charge in e.
Geometry (Å):
C 3.320 1.955 -1.308  -0.095
C 3.143 1.045 -0.013  -0.286
O 2.534 -0.218 -0.125  -0.150
C 1.131 -0.390 0.119  -0.278
C 0.268 0.831 -0.479  -0.115
C -1.225 1.078 0.050  -0.167
C -1.292 2.325 1.105  -0.145
C -1.974 3.640 0.506  -0.151
N -3.323 3.425 -0.138  -0.090
C -4.462 3.688 0.786  -0.057
C -3.338 4.282 -1.304  -0.291
C -2.513 3.738 -2.589  0.055
O -3.914 5.457 -1.394  -0.355
C 0.779 -0.676 1.679  -0.124
C 1.841 -0.924 2.797  -0.145
C 3.324 -0.420 2.788  -0.697
O 4.281 -1.080 2.368  0.036
I 3.819 1.604 3.532  0.873
C -0.323 -1.869 1.874  -0.279
C -0.817 -1.999 3.423  -0.081
C -1.453 -0.653 3.990  -0.149
F -2.662 -0.329 3.272  -0.110
O 0.146 -3.188 1.517  -0.217
S 1.233 -3.221 0.261  0.841
O 2.613 -3.207 0.901  -0.267
O 1.256 -4.535 -0.509  -0.278
C 0.886 -1.744 -0.819  -0.304
C -0.611 -1.818 -1.420  -0.162
C -1.152 -3.256 -1.881  -0.276
C -1.977 -3.983 -0.676  -0.604
I -3.678 -4.981 -1.611  0.954
C 1.806 -1.881 -2.111  -0.548
Cl 1.946 -0.428 -3.227  0.694
C 3.274 -2.522 -1.976  -0.245
C 4.169 -2.249 -3.310  -0.157
H 2.346 2.029 -1.903  0.038
H 3.700 2.994 -1.038  0.091
H 4.098 1.513 -2.037  0.091
H 2.571 1.686 0.766  0.077
H 4.195 0.921 0.449  0.124
H 0.153 0.787 -1.627  0.090
H 0.732 1.875 -0.303  0.112
H -1.734 0.213 0.575  0.089
H -1.914 1.370 -0.832  0.103
H -0.235 2.577 1.494  0.135
H -1.872 1.960 2.033  0.112
H -1.266 4.221 -0.190  0.146
H -2.155 4.350 1.401  0.153
H -5.379 3.063 0.469  0.122
H -4.784 4.786 0.862  0.061
H -4.213 3.340 1.854  0.142
H -2.400 4.597 -3.324  0.112
H -3.104 2.846 -2.980  0.125
H -1.489 3.412 -2.171  0.113
H 0.204 0.262 2.046  0.125
H 1.425 -0.501 3.796  0.120
H 1.895 -2.056 3.035  0.142
H -1.295 -1.679 1.319  0.117
H -0.026 -2.462 4.099  0.140
H -1.677 -2.769 3.378  0.146
H -1.739 -0.778 5.089  0.140
H -0.733 0.248 3.952  0.117
H -1.436 -1.417 -0.759  0.090
H -0.600 -1.154 -2.365  0.117
H -1.951 -3.056 -2.694  0.078
H -0.385 -3.939 -2.366  0.117
H -2.413 -3.181 0.024  0.048
H -1.324 -4.661 -0.039  0.060
H 1.282 -2.655 -2.797  0.121
H 3.253 -3.671 -1.880  0.124
H 3.891 -2.142 -1.101  0.112
H 5.039 -3.007 -3.274  0.093
H 3.585 -2.480 -4.274  0.078
H 4.656 -1.219 -3.312  0.062
La -5.954 6.281 -1.455  2.188

The maximum force is 8.30 eV/A. The LUMO energy comes out at -13.41 eV. As for the total charge: +3.